# 1
An isolated ion of composition C5H8N4P and charge +1 at a distorted geometry, computed with ωB97M-V/def2-TZVPD.

```
18
Properties=species:S:1:pos:R:3:lowdin_charge:R:1
C -0.086 2.796 0.028 -0.021
N -1.335 2.294 -0.057 0.042
C -1.738 1.110 -0.072 -0.104
N -0.964 -0.052 -0.051 -0.077
N -1.565 -1.321 -0.049 0.106
C 0.389 -0.038 -0.055 -0.330
C 1.170 1.130 -0.024 -0.314
P 2.840 0.870 -0.028 1.088
C 2.515 -0.991 -0.012 -0.368
N 1.095 -1.166 -0.085 0.039
H 0.166 3.239 0.984 0.103
H 0.228 3.386 -0.825 0.101
H -2.803 0.920 -0.106 0.143
H -2.257 -1.403 -0.789 0.116
H -2.021 -1.505 0.841 0.119
H 2.911 -1.411 0.921 0.101
H 3.034 -1.497 -0.830 0.099
H 0.661 -2.076 -0.167 0.157
```

Properties
- Structure (SMILES): C=N/C=[N+](/N)C1=C=PCN1
- 2S+1: 1
- HOMO: -13.228 eV
- Total charge: +1

# 2
A 2-piece molecular cluster, C5H8N6O3S overall at a distorted geometry, computed with ωB97M-V/def2-TZVPD.

```
23
Properties=species:S:1:pos:R:3:lowdin_charge:R:1
C 4.766 0.654 -0.279 0.129
C 4.353 -0.595 -0.017 -0.114
C 2.607 0.664 0.014 -0.114
C 1.139 1.011 0.107 -0.362
C -2.159 0.072 0.314 0.058
N 2.995 -0.642 0.056 0.256
N 3.638 1.437 -0.189 0.227
N -3.433 0.446 0.358 0.232
N 0.186 0.052 0.113 0.141
N 5.167 -1.794 0.111 -0.339
N -1.056 0.722 0.053 0.091
O 0.892 2.177 -0.035 0.157
O 6.333 -1.656 -0.047 0.209
O 4.497 -2.751 0.388 0.146
S -4.242 -3.103 -0.338 0.305
H 5.660 1.132 -0.489 0.151
H 2.606 -1.588 0.111 0.202
H 3.445 2.414 -0.331 0.206
H -3.665 1.301 0.805 0.138
H -4.205 -0.152 0.118 0.088
H 0.301 -0.716 0.751 0.176
H -1.118 1.668 -0.431 0.225
H -5.015 -4.105 0.288 -0.208
```

Properties
- 2S+1: 1
- HOMO (spin up / spin down): -15.415 / -14.953 eV
- Total charge: +2

# 3
An isolated ion of composition C5H8NO and charge -1 at a distorted geometry, computed with ωB97M-V/def2-TZVPD.

```
15
Properties=species:S:1:pos:R:3:lowdin_charge:R:1
C 0.341 1.634 0.251 -0.400
C 0.014 1.761 -0.994 -0.115
C -0.162 0.397 0.980 -0.275
C -0.924 -0.646 0.188 -0.462
C -0.132 -1.375 -0.893 -0.114
N -2.150 -0.082 -0.511 -0.035
O -2.888 0.653 0.180 -0.120
H 0.988 2.258 1.048 0.083
H 0.242 2.665 -1.595 -0.048
H 0.587 -0.260 1.570 0.107
H -0.884 0.943 1.721 0.107
H -1.326 -1.370 0.820 0.094
H -0.916 -1.816 -1.549 0.068
H 0.803 -2.031 -0.481 0.114
H 0.413 -0.624 -1.367 -0.005
```

Properties
- 2S+1: 1
- HOMO (spin up / spin down): -1.914 / -1.910 eV
- Total charge: -1

# 4
An isolated ion of composition C5H8NO and charge +1 at a distorted geometry, computed with ωB97M-V/def2-TZVPD.

```
15
Properties=species:S:1:pos:R:3:lowdin_charge:R:1
C -0.581 -0.526 0.063 -0.141
C -0.835 -1.846 0.307 0.281
C -1.477 0.544 -0.140 0.025
C 0.937 -0.202 0.003 -0.331
C 1.597 1.232 0.104 -0.014
N 1.657 -1.157 -0.405 0.141
O -2.756 0.310 -0.219 0.187
H -0.129 -2.547 0.140 0.061
H -1.824 -2.087 0.755 0.133
H -1.120 1.471 -0.271 0.110
H 1.126 1.865 -0.785 0.128
H 2.626 1.174 0.032 0.037
H 1.415 1.673 1.125 0.098
H 2.683 -1.020 -0.493 0.101
H -3.320 1.116 -0.216 0.183
```

Properties
- 2S+1: 1
- HOMO: -13.889 eV
- Total charge: +1

# 5
An isolated ion of composition C5H8NO and charge +1 at a distorted geometry, computed with ωB97M-V/def2-TZVPD.

```
15
Properties=species:S:1:pos:R:3:lowdin_charge:R:1
C 1.036 1.520 0.118 -0.029
C -0.234 0.904 0.016 -0.062
C -1.526 1.125 0.081 0.018
O -2.324 -0.028 0.090 0.098
C -1.512 -1.088 -0.051 -0.062
N -0.293 -0.808 0.027 0.038
C 0.886 -1.593 -0.190 0.027
H 1.199 2.395 -0.537 0.127
H 1.263 1.801 1.171 0.130
H 1.903 0.888 0.014 0.067
H -2.079 2.024 -0.023 0.149
H -1.998 -2.019 0.105 0.181
H 1.845 -0.887 -0.040 0.144
H 0.850 -2.365 0.440 0.063
H 0.983 -1.870 -1.221 0.111
```

Properties
- Structure (SMILES): Cc1coc[n+]1C
- 2S+1: 1
- HOMO: -14.989 eV
- Total charge: +1

# 6
An isolated ion of composition C5H8NO2 and charge -1 at a distorted geometry, computed with ωB97M-V/def2-TZVPD.

```
16
Properties=species:S:1:pos:R:3:lowdin_charge:R:1
C 0.763 -0.541 1.212 -0.129
C 1.714 0.771 -0.128 -0.150
C -0.483 -0.161 -1.167 -0.176
C 0.201 0.401 0.062 -0.508
C -1.623 -1.199 -0.839 -0.221
N -0.699 1.421 0.573 -0.071
O -0.257 2.595 0.574 -0.173
O 2.099 -0.171 0.855 -0.150
H 0.559 -0.031 2.191 0.114
H 0.467 -1.657 1.227 0.115
H 2.136 0.671 -1.073 0.084
H 1.861 1.748 0.265 0.081
H -0.917 0.491 -1.888 0.020
H -1.954 -1.835 -1.732 0.043
H -2.549 -0.649 -0.241 0.074
H -1.319 -1.854 0.109 0.047
```

Properties
- 2S+1: 1
- HOMO (spin up / spin down): -1.600 / -2.309 eV
- Total charge: -1

# 7
One molecule with the formula C5H8NP at a distorted geometry, computed with ωB97M-V/def2-TZVPD.

```
15
Properties=species:S:1:pos:R:3:lowdin_charge:R:1
C -3.349 0.877 -0.098 0.100
C -1.569 -0.845 0.046 -0.337
C 0.257 1.207 0.224 -0.408
C 1.531 1.917 0.159 -0.325
C 1.272 -1.891 -0.295 -0.239
N -2.521 0.034 0.035 -0.118
P 0.176 -0.403 0.131 0.888
H -4.136 1.249 0.520 0.050
H -1.805 -1.846 -0.213 0.054
H 2.403 1.396 -0.362 0.055
H 2.095 1.985 1.163 0.079
H 1.380 3.065 -0.229 0.103
H 0.990 -2.245 -1.307 0.037
H 0.918 -2.642 0.442 0.030
H 2.357 -1.860 -0.217 0.031
```

Properties
- 2S+1: 1
- HOMO: -7.297 eV
- Total charge: 0

# 8
One molecule with the formula C5H8NP at a distorted geometry, computed with ωB97M-V/def2-TZVPD.

```
15
Properties=species:S:1:pos:R:3:lowdin_charge:R:1
C -1.438 2.275 1.155 -0.149
N -1.016 0.911 1.230 -0.131
C -1.263 0.023 0.361 -0.404
P -0.575 -1.700 0.772 0.927
C 1.142 -1.312 1.398 -0.254
C 1.248 -1.609 0.148 -0.437
C 2.071 -2.008 -1.037 -0.102
H -0.540 2.814 1.095 0.048
H -2.041 2.526 0.247 0.087
H -1.821 2.340 2.240 0.112
H -1.683 0.052 -0.621 0.045
H 1.630 -0.935 2.262 0.050
H 1.445 -2.717 -1.649 0.084
H 2.955 -2.577 -0.822 0.060
H 2.390 -1.294 -1.783 0.064
```

Properties
- Structure (SMILES): C/N=C/P1C=C1C
- 2S+1: 1
- HOMO: -8.297 eV
- Total charge: 0

# 9
An isolated ion of composition C5H8NS and charge +1 at a distorted geometry, computed with ωB97M-V/def2-TZVPD.

```
15
Properties=species:S:1:pos:R:3:lowdin_charge:R:1
C -1.716 -0.009 -0.277 -0.102
C -1.882 -1.344 -0.566 -0.323
C 0.450 -0.618 -0.214 -0.491
C 1.944 -0.671 -0.009 -0.024
C 0.079 1.644 0.599 0.077
N -0.371 0.393 -0.146 -0.103
S -0.368 -2.161 -0.581 1.146
H -2.392 0.801 -0.459 0.134
H -2.828 -1.812 -0.769 0.090
H 2.462 -0.933 -0.932 0.106
H 2.172 0.323 0.540 0.106
H 2.055 -1.425 0.782 0.099
H 0.143 2.388 -0.182 0.108
H -0.757 2.048 1.198 0.123
H 1.010 1.376 1.016 0.056
```

Properties
- 2S+1: 1
- HOMO: -14.238 eV
- Total charge: +1

# 10
One molecule with the formula C5H8O, computed with ωB97M-V/def2-TZVPD.

```
14
Properties=species:S:1:pos:R:3:lowdin_charge:R:1
C 0.068 0.873 -2.466 0.119
C -0.473 0.224 -1.608 -0.147
C -1.003 -0.364 -0.382 -0.153
C -0.169 0.137 0.841 -0.443
C 0.879 -0.885 1.245 -0.055
O 0.529 1.343 0.607 -0.050
H 0.584 1.453 -3.196 0.031
H -0.971 -1.460 -0.424 0.117
H -2.059 -0.092 -0.272 0.117
H -0.874 0.293 1.669 0.133
H 1.454 -1.203 0.369 0.089
H 1.566 -0.426 1.961 0.082
H 0.413 -1.762 1.707 0.082
H 0.056 1.869 -0.050 0.078
```

Properties
- Structure (SMILES): C#CC[C@@H](C)O
- 2S+1: 1
- HOMO: -10.042 eV
- Total charge: 0

# 11
One molecule with the formula C5H8O at a distorted geometry, computed with ωB97M-V/def2-TZVPD.

```
14
Properties=species:S:1:pos:R:3:lowdin_charge:R:1
C -1.630 -0.034 0.655 -0.088
C -0.493 -0.064 1.572 -0.025
C 0.750 -0.483 1.099 -0.109
C 1.351 -0.274 -0.109 0.042
C 0.705 0.600 -1.149 -0.476
O -0.203 -0.076 -1.867 -0.162
H -2.591 -0.229 1.128 0.086
H -1.794 0.940 0.158 0.113
H -1.434 -0.616 -0.251 0.078
H -0.522 0.300 2.591 0.116
H 1.385 -0.982 1.833 0.116
H 2.239 -0.858 -0.337 0.117
H 0.206 1.330 -0.464 0.086
H 1.339 1.221 -1.789 0.107
```

Properties
- 2S+1: 1
- HOMO: -8.114 eV
- Total charge: 0

# 12
One molecule with the formula C5H8O at a distorted geometry, computed with ωB97M-V/def2-TZVPD.

```
14
Properties=species:S:1:pos:R:3:lowdin_charge:R:1
C 1.694 -0.007 -0.401 -0.089
C 0.387 -0.056 0.469 -0.301
C -0.613 -1.236 0.058 -0.028
C -1.603 0.018 -0.240 -0.442
O -2.752 -0.091 -0.251 0.133
C -0.691 1.163 0.119 -0.040
H 1.391 0.142 -1.419 0.057
H 2.348 -0.921 -0.134 0.107
H 2.162 0.972 -0.281 0.061
H 0.574 -0.019 1.606 0.141
H -0.368 -1.841 -0.761 0.080
H -0.846 -1.704 0.996 0.095
H -0.532 1.862 -0.715 0.112
H -1.149 1.718 0.954 0.114
```

Properties
- Structure (SMILES): CC1CC(=O)C1
- 2S+1: 1
- HOMO: -9.207 eV
- Total charge: 0

Energy above the lowest of the compared OMol25 structures with the same formula, charge and spin, record by record: 0.298, 3.606, 4.321, 2.607, 1.343, 6.892, 5.902, 3.026, 0.319, 2.194, 5.108, 2.057 eV